1.
Formula: C23H51CuN4OPV
Source: the OMol25 dataset
Level of theory: ωB97M-V/def2-TZVPD

The geometry in ORCA input format:
```
! wB97M-V def2-TZVPD RIJCOSX def2/J DEFGRID3
* xyz 2 1
N -1.865 -0.471 0.066
C -2.882 -0.923 0.463
O -3.897 -0.559 1.013
Cu -2.628 1.280 1.462
V -0.004 0.018 0.053
N 0.296 1.695 -0.914
N 0.856 -1.455 -1.026
C -0.330 2.511 -2.050
C 0.239 -2.480 -1.970
C -0.045 4.017 -1.890
C 0.219 2.025 -3.403
C -1.843 2.298 -2.012
C -0.467 -3.551 -1.117
C 1.260 -3.149 -2.901
C -0.796 -1.756 -2.831
H -0.360 4.362 -0.900
H -0.601 4.591 -2.642
H 1.015 4.254 -2.016
H 1.307 2.097 -3.450
H -0.194 2.615 -4.235
H -0.056 0.970 -3.571
H -2.094 1.228 -2.048
H -2.323 2.792 -2.877
H -2.269 2.728 -1.107
H 0.236 -4.024 -0.419
H -0.899 -4.344 -1.743
H -1.282 -3.099 -0.532
H 1.980 -3.775 -2.365
H 1.817 -2.399 -3.477
H 0.742 -3.797 -3.620
H -1.347 -2.468 -3.463
H -0.300 -1.033 -3.496
H -1.523 -1.221 -2.210
C 1.679 2.055 -0.656
H 2.098 1.341 0.049
H 2.345 2.035 -1.555
H 1.816 3.060 -0.179
C 2.228 -1.793 -0.631
H 2.555 -1.096 0.138
H 2.329 -2.815 -0.199
H 2.977 -1.732 -1.460
C -2.935 -0.740 3.610
C -1.557 -1.350 3.550
C -1.447 -2.105 4.829
C -1.287 -2.367 2.451
P 0.137 -0.287 3.498
N 0.149 0.197 1.896
C -0.416 1.318 4.658
C -0.296 0.958 6.156
C 0.363 2.586 4.322
C -1.812 1.791 4.468
C 2.093 0.225 3.545
C 2.651 -1.053 3.003
C 2.449 1.458 2.638
C 2.570 0.324 4.927
H -3.624 -1.499 3.250
H -3.202 0.233 3.015
H -3.312 -0.542 4.605
H -2.257 -2.830 4.794
H -0.522 -2.642 4.933
H -1.602 -1.513 5.734
H -0.951 -1.992 1.473
H -0.486 -3.023 2.729
H -2.196 -2.959 2.344
H 0.655 0.549 6.512
H -0.467 1.892 6.723
H -1.074 0.271 6.506
H 0.176 2.924 3.314
H 0.005 3.395 4.982
H 1.450 2.631 4.533
H -2.074 2.023 3.392
H -2.606 1.210 4.974
H -1.968 2.755 4.987
H 2.222 -1.394 2.038
H 3.711 -0.856 2.857
H 2.536 -1.872 3.669
H 1.691 2.062 2.137
H 3.079 2.115 3.221
H 3.132 1.086 1.857
H 2.354 1.193 5.545
H 2.363 -0.576 5.515
H 3.669 0.368 4.805
*
```

Summary:
frontier orbital gap (spin up / spin down) = 5.67 / 5.66 eV
F_max = 5.80 eV Å⁻¹

***

2.
Formula: C13H16N2O6
Source: the OMol25 dataset
Level of theory: ωB97M-V/def2-TZVPD

The geometry in ORCA input format:
```
! wB97M-V def2-TZVPD RIJCOSX def2/J DEFGRID3
* xyz 0 1
N 1.109 -0.272 1.032
C -0.043 0.601 0.752
C 0.366 1.127 -0.694
C 1.778 1.883 -0.822
C 2.113 3.141 -0.261
C 3.238 3.688 -0.430
C 4.413 3.147 -1.172
O 5.729 3.723 -1.025
C 4.106 1.945 -1.840
C 2.856 1.326 -1.606
C -1.247 -0.296 0.622
O -2.299 0.036 -0.066
N -1.055 -1.577 1.280
C -2.086 -2.414 0.632
C -3.478 -1.978 1.210
C -4.387 -3.123 1.098
O -4.095 -4.262 0.631
O -5.438 -3.133 1.887
C -1.996 -2.342 -0.899
O -1.332 -1.576 -1.650
O -2.707 -3.185 -1.637
H 1.824 0.050 0.293
H 1.742 -0.217 2.051
H -0.182 1.486 1.457
H -0.449 1.575 -1.236
H 0.710 0.400 -1.339
H 1.405 3.636 0.268
H 3.475 4.736 -0.213
H 5.565 4.664 -0.914
H 4.904 1.035 -2.138
H 2.895 0.252 -2.029
H 0.039 -1.726 1.339
H -1.887 -3.315 1.194
H -3.129 -1.754 2.298
H -3.694 -1.194 0.668
H -5.723 -2.293 2.304
H -3.040 -3.793 -1.047
*
```

Summary:
frontier orbital gap = 9.16 eV
structure (SMILES) = N[C@@H](Cc1ccc(O)cc1)C(=O)N[C@@H](CC(=O)O)C(=O)O
F_max = 10.49 eV Å⁻¹
relative energy (zero: lowest compared OMol25 entry of this formula, charge and spin) = 708.9 kJ/mol

***

3.
Formula: C7H10BrN2
Source: the OMol25 dataset
Level of theory: ωB97M-V/def2-TZVPD

The geometry in ORCA input format:
```
! wB97M-V def2-TZVPD RIJCOSX def2/J DEFGRID3
* xyz 1 1
C 3.232 0.018 -0.084
C 1.739 0.477 0.068
C 0.742 -0.671 0.411
Br 1.202 -2.374 -0.447
C -0.718 -0.292 0.154
C -1.119 0.804 -0.666
C -2.524 0.947 -0.717
N -3.347 0.144 -0.078
N -3.069 -0.911 0.660
C -1.768 -1.072 0.735
H 3.436 -0.123 -1.158
H 3.857 0.854 0.288
H 3.488 -0.868 0.521
H 1.700 1.189 0.922
H 1.481 1.051 -0.839
H 0.831 -0.843 1.505
H -0.422 1.478 -1.166
H -2.947 1.767 -1.317
H -4.347 0.349 -0.151
H -1.448 -1.926 1.358
*
```

Summary:
frontier orbital gap = 8.53 eV
structure (SMILES) = CC[C@H](Br)c1cc[nH+]nc1
F_max = 2.67 eV Å⁻¹
relative energy (zero: lowest compared OMol25 entry of this formula, charge and spin) = 91.4 kJ/mol

***

4.
Formula: C6H18B2N2
Source: the OMol25 dataset
Level of theory: ωB97M-V/def2-TZVPD

The geometry in ORCA input format:
```
! wB97M-V def2-TZVPD RIJCOSX def2/J DEFGRID3
* xyz 0 3
B 0.565 -0.169 -1.208
B 0.134 -0.643 1.264
C 0.830 1.351 -0.914
C 0.456 0.143 -3.804
C 1.050 -1.239 2.439
C -2.019 0.561 0.801
C -1.130 0.503 3.082
C 0.846 -0.779 -2.724
N 0.527 -1.037 -0.109
N -0.945 0.113 1.669
H 0.396 1.783 -1.795
H 1.845 1.546 -0.875
H 0.369 1.901 -0.111
H 1.139 0.179 -4.617
H 0.260 1.094 -3.520
H -0.434 -0.265 -4.370
H 0.918 -0.680 3.434
H 2.217 -1.250 2.327
H 0.767 -2.326 2.708
H -2.947 0.497 1.388
H -1.894 1.557 0.462
H -2.073 -0.029 -0.195
H -1.126 -0.320 3.730
H -0.355 1.196 3.483
H -2.092 1.068 3.274
H 0.510 -1.904 -2.780
H 1.899 -0.829 -2.682
H 0.286 -2.022 -0.360
*
```

Summary:
<S²> = 2.006
frontier orbital gap (spin up / spin down) = 3.72 / 5.97 eV
F_max = 8.96 eV Å⁻¹

***

5.
Formula: C16H31Br4FN6O12
Source: the OMol25 dataset
Level of theory: ωB97M-V/def2-TZVPD

The geometry in ORCA input format:
```
! wB97M-V def2-TZVPD RIJCOSX def2/J DEFGRID3
* xyz -1 2
C -3.421 -3.511 1.836
N -4.181 -2.562 2.745
O -4.243 -2.895 3.923
O -4.703 -1.592 2.253
H -2.404 -3.617 2.213
H -3.422 -3.047 0.850
H -4.068 -4.388 1.848
C -2.144 -2.801 -4.366
N -3.470 -3.021 -3.545
O -3.622 -2.286 -2.506
O -4.235 -3.897 -3.978
H -1.866 -1.813 -4.000
H -2.381 -2.627 -5.416
H -1.352 -3.511 -4.127
C 1.781 1.719 -4.325
N 0.331 1.634 -4.192
O -0.285 0.821 -4.861
O -0.257 2.214 -3.268
H 2.190 2.285 -3.488
H 1.881 2.156 -5.318
H 2.096 0.676 -4.342
C -2.009 2.465 4.478
N -3.111 2.428 5.544
O -3.583 1.371 5.816
O -3.539 3.527 5.926
H -2.290 3.189 3.713
H -1.940 1.480 4.017
H -0.980 2.700 4.746
C 4.118 2.482 -0.640
N 3.001 1.553 -0.634
O 3.147 0.566 0.009
O 1.957 1.931 -1.144
H 4.817 1.874 -0.066
H 3.747 3.371 -0.130
H 4.382 2.761 -1.660
C 1.805 1.572 3.223
N 2.013 2.910 2.873
O 2.737 3.603 3.599
O 1.543 3.323 1.803
H 1.482 0.896 2.431
H 1.069 1.457 4.019
H 2.755 1.114 3.495
Br -2.646 4.816 -0.213
C -0.745 5.466 0.076
C 0.159 4.791 -1.040
Br 1.907 5.747 -0.806
H -0.451 5.107 1.062
H -0.794 6.553 0.009
H -0.206 4.751 -2.066
H 0.330 3.790 -0.644
Br -2.611 1.193 1.209
C -2.020 -0.087 -0.208
C -0.562 0.127 -0.503
Br -0.082 -1.410 -1.726
H -2.614 -0.061 -1.122
H -2.147 -1.094 0.191
H 0.142 0.145 0.329
H -0.450 1.035 -1.096
F 2.410 -7.111 1.115
C 2.383 -5.960 0.448
C 3.423 -5.777 -0.530
C 3.425 -4.534 -1.194
C 2.533 -3.528 -0.818
C 1.558 -3.761 0.091
C 1.489 -4.961 0.690
H 4.141 -6.492 -0.902
H 4.232 -4.395 -1.898
H 2.419 -2.580 -1.323
H 0.744 -3.054 0.154
H 0.687 -5.229 1.362
*
```

Summary:
<S²> = 0.754
frontier orbital gap (spin up / spin down) = 2.62 / 6.32 eV
F_max = 4.35 eV Å⁻¹

***

6.
Formula: C2H8NO2
Source: the OMol25 dataset
Level of theory: ωB97M-V/def2-TZVPD

The geometry in ORCA input format:
```
! wB97M-V def2-TZVPD RIJCOSX def2/J DEFGRID3
* xyz -1 1
C -0.225 0.648 1.016
O -1.501 0.400 0.463
C 0.777 -0.487 0.834
N 1.187 -0.718 -0.543
H -0.344 0.785 2.108
H 0.220 1.575 0.632
H 0.314 -1.414 1.183
H 1.646 -0.236 1.456
H 1.382 0.144 -1.034
H 0.403 -1.140 -1.024
H -1.432 0.701 -2.472
H -1.325 -0.087 -0.390
O -1.103 -0.171 -2.228
*
```

Summary:
frontier orbital gap = 7.32 eV
F_max = 1.22 eV Å⁻¹
relative energy (zero: lowest compared OMol25 entry of this formula, charge and spin) = 43.4 kJ/mol

***

7.
Formula: C42H120N6O17
Source: the OMol25 dataset
Level of theory: ωB97M-V/def2-TZVPD

The geometry in ORCA input format:
```
! wB97M-V def2-TZVPD RIJCOSX def2/J DEFGRID3
* xyz 0 1
C -16.709 -15.924 1.756
C -17.183 -16.751 0.526
O -18.535 -16.592 0.187
O -17.067 -16.573 2.945
H -17.258 -14.992 1.895
H -15.654 -15.653 1.751
H -16.989 -17.796 0.767
H -16.619 -16.495 -0.371
H -18.970 -16.857 1.000
H -16.442 -17.290 3.076
C -14.512 -22.724 2.595
C -15.728 -22.750 1.619
O -15.935 -21.539 0.857
O -14.321 -24.079 3.020
H -14.684 -22.111 3.480
H -13.683 -22.333 2.006
H -16.611 -23.070 2.172
H -15.500 -23.549 0.914
H -16.676 -21.081 1.260
H -13.399 -24.209 3.251
C -14.119 -17.786 12.651
C -15.325 -17.543 11.704
C -15.897 -18.795 11.029
O -14.873 -19.219 10.216
C -15.188 -20.270 9.335
N -16.244 -16.846 12.492
H -13.452 -18.459 12.111
H -14.387 -18.362 13.536
H -13.545 -16.908 12.945
H -14.905 -16.896 10.934
H -16.746 -18.612 10.370
H -16.173 -19.568 11.745
H -14.472 -20.023 8.550
H -16.158 -20.113 8.863
H -15.005 -21.272 9.722
H -15.726 -16.124 12.972
H -16.541 -17.373 13.300
C -14.744 -18.001 6.423
C -14.102 -18.225 5.109
C -13.187 -19.478 5.032
O -13.822 -20.666 5.506
C -12.931 -21.718 5.557
N -15.146 -18.398 4.071
H -14.001 -17.719 7.169
H -15.315 -18.868 6.753
H -15.401 -17.133 6.481
H -13.481 -17.388 4.791
H -12.264 -19.249 5.565
H -12.928 -19.645 3.987
H -12.108 -21.557 6.253
H -12.559 -22.003 4.572
H -13.438 -22.601 5.944
H -14.795 -18.794 3.210
H -15.805 -19.030 4.502
C -9.152 -25.909 2.363
C -10.470 -25.336 2.806
C -10.872 -25.533 4.267
O -12.083 -24.821 4.529
C -12.690 -25.290 5.743
N -10.356 -23.962 2.483
H -8.380 -25.475 2.999
H -9.028 -25.809 1.285
H -9.198 -26.977 2.573
H -11.270 -25.743 2.188
H -10.070 -25.215 4.934
H -10.993 -26.611 4.370
H -13.627 -24.733 5.728
H -12.048 -25.000 6.574
H -12.765 -26.375 5.824
H -10.916 -23.528 3.203
H -10.778 -23.774 1.584
C -11.348 -21.181 11.808
C -10.633 -21.995 10.703
C -11.614 -22.610 9.738
O -12.571 -23.471 10.410
C -13.531 -24.023 9.563
N -9.748 -20.998 10.070
H -11.917 -21.896 12.402
H -11.903 -20.344 11.384
H -10.711 -20.748 12.579
H -10.000 -22.764 11.146
H -11.066 -23.206 9.008
H -12.154 -21.797 9.253
H -13.753 -23.467 8.652
H -14.420 -24.314 10.122
H -13.123 -24.956 9.174
H -10.229 -20.113 9.989
H -9.519 -21.223 9.112
C -7.626 -17.681 10.087
C -8.799 -17.353 11.039
C -10.162 -17.124 10.340
O -10.568 -18.276 9.580
C -11.977 -18.291 9.223
N -8.980 -18.423 12.017
H -6.705 -17.630 10.668
H -7.594 -16.947 9.281
H -7.782 -18.669 9.653
H -8.585 -16.426 11.572
H -10.064 -16.331 9.599
H -10.831 -16.881 11.166
H -12.254 -19.174 8.648
H -12.315 -17.345 8.801
H -12.495 -18.460 10.167
H -9.658 -18.172 12.724
H -9.293 -19.270 11.566
C -19.530 -21.579 0.835
C -19.142 -20.185 1.308
C -20.241 -19.342 1.896
O -19.687 -18.094 2.261
C -20.472 -17.443 3.265
N -18.001 -20.353 2.204
H -18.706 -22.173 0.439
H -20.425 -21.573 0.213
H -19.949 -22.089 1.702
H -18.853 -19.707 0.372
H -20.662 -19.878 2.747
H -21.117 -19.180 1.268
H -20.395 -17.826 4.282
H -21.528 -17.614 3.058
H -20.230 -16.380 3.276
H -17.948 -19.481 2.710
H -18.265 -21.086 2.848
C -17.555 -20.866 5.790
C -18.873 -21.509 5.423
O -18.647 -22.357 4.289
H -16.848 -21.638 6.093
H -17.745 -20.066 6.506
H -17.137 -20.329 4.939
H -19.551 -20.701 5.148
H -19.276 -22.094 6.250
H -17.869 -22.888 4.475
C -19.245 -15.929 6.428
C -17.944 -16.697 6.241
O -18.130 -17.626 5.188
H -19.159 -14.967 6.935
H -19.905 -16.570 7.013
H -19.777 -15.648 5.520
H -17.712 -17.194 7.183
H -17.137 -16.043 5.912
H -17.979 -17.112 4.391
C -12.871 -17.460 1.423
C -13.809 -18.392 0.679
O -14.196 -19.465 1.457
H -12.029 -18.054 1.779
H -13.373 -17.053 2.301
H -12.483 -16.653 0.803
H -13.387 -18.761 -0.256
H -14.643 -17.847 0.237
H -14.748 -20.113 1.013
C -8.087 -19.494 6.214
C -9.411 -19.775 6.907
O -9.645 -21.150 6.828
H -7.292 -20.014 6.750
H -7.906 -18.439 6.419
H -8.017 -19.801 5.170
H -10.193 -19.158 6.464
H -9.307 -19.502 7.958
H -9.754 -21.449 5.922
C -14.079 -14.299 10.331
C -13.911 -14.670 8.872
O -12.617 -14.198 8.490
H -14.020 -13.229 10.531
H -13.459 -14.752 11.104
H -15.047 -14.526 10.777
H -14.639 -14.227 8.192
H -13.975 -15.750 8.737
H -12.516 -14.128 7.538
C -14.287 -14.396 5.035
C -12.814 -14.546 4.576
O -11.879 -14.621 5.657
H -14.542 -13.405 5.410
H -14.510 -15.041 5.885
H -14.944 -14.556 4.180
H -12.584 -13.623 4.044
H -12.698 -15.478 4.023
H -11.092 -15.007 5.265
C -9.480 -20.384 1.698
C -10.278 -20.585 3.039
O -9.512 -21.428 3.879
H -8.623 -19.711 1.707
H -10.222 -19.961 1.022
H -9.175 -21.343 1.277
H -11.270 -20.946 2.767
H -10.445 -19.639 3.554
H -9.320 -22.229 3.386
*
```

Summary:
frontier orbital gap = 8.95 eV
F_max = 3.18 eV Å⁻¹

***

F_max of number 2 (C13H16N2O6)?
10.49 eV Å⁻¹